1.
The molecule C4H9NO2 at a distorted geometry, computed with ωB97M-V/def2-TZVPD.

XYZ file:
```
16
C4H9NO2 | the OMol25 dataset | ωB97M-V/def2-TZVPD
H -1.05667 0.70218 -0.72697
H 0.80412 0.05106 -2.12251
H 1.32716 -1.21075 -0.85181
C -0.30632 0.01368 -0.33757
C 0.51968 -0.71248 -1.39325
C 0.05710 1.48226 1.62964
O 0.20137 -2.56038 -2.91255
H 0.88666 2.03761 2.06192
H -0.84496 -0.78892 0.21145
O -0.46582 0.52840 2.58181
H -0.56806 0.75056 3.50037
H -1.35323 -1.50827 -2.15286
N 0.58997 0.77128 0.53748
H 1.25530 0.06363 0.81837
C -0.26309 -1.73509 -2.19122
H -0.78319 2.11524 1.34772
```

Values from the calculation:
Electronic energy ... -9877.854 eV
HOMO level ... -9.492 eV
Frontier orbital gap ... 0.3787 Ha
ΔE to the lowest compared entry with this formula, charge and spin ... 50.9 kcal/mol
SMILES ... O=CCCNCO

Here are the Löwdin charges for atoms 1 to 6, given in e: 0.12 0.13 0.12 -0.25 -0.15 -0.28

---

2.
The molecule C22H22N4O6 at a distorted geometry, computed with ωB97M-V/def2-TZVPD.

XYZ file:
```
54
C22H22N4O6 | the OMol25 dataset | ωB97M-V/def2-TZVPD
H 0.29554 4.24521 -2.82254
H -4.15782 -1.76341 1.90152
C 2.34134 2.86657 2.03936
N 1.88844 0.53314 -2.78928
H 1.68296 -2.49857 0.98940
H -2.29895 -4.75013 -1.73566
C -1.63041 -4.44729 -0.92944
C 1.75921 2.83420 -3.51650
H -1.12770 1.65243 0.67327
C 2.05021 0.86262 0.81951
O -0.37046 -0.42561 2.15069
C 0.27935 3.25171 -3.27733
H -0.20618 3.30967 -4.25689
H -2.57450 1.90110 -0.33974
H -1.13195 -1.49601 4.37479
O 0.13927 -2.42807 3.02756
C -1.50674 1.64045 -0.35593
H 2.60961 4.63969 0.87737
C -3.41079 -1.81775 1.12209
H -1.01770 -3.28331 4.44166
H -0.79964 -1.97851 -1.67337
H 2.46565 3.50836 -1.28677
H -0.62147 -4.38957 -1.33055
C -3.01539 -3.04825 0.63223
N 1.88579 -0.49413 0.54708
N -0.45566 2.38187 -2.40171
H -1.92636 -2.47674 3.12240
H 2.07460 0.94742 2.96940
H 2.41307 3.39361 2.97845
O -1.30165 0.37598 -0.94818
C 1.84943 -0.65272 -0.78447
C 2.13574 1.56957 -0.39997
H -3.16934 0.29800 1.05767
C 1.68500 -1.53717 1.50815
H -3.44610 -3.95533 1.03102
C -2.86123 -0.64341 0.63547
H 2.49246 -1.53688 2.24872
C -1.91038 -0.70636 -0.37498
H -0.61263 1.42478 -2.68204
C 0.35626 -1.37379 2.24727
C 2.45148 3.57332 0.84737
O -0.63077 3.84264 -0.68141
C -0.79910 2.73755 -1.14866
H 1.75210 -1.70429 -2.31266
O 1.71695 -1.85114 -1.35201
H -1.66416 -5.21587 -0.16054
C -1.52973 -1.94800 -0.87988
C 2.15043 1.49597 2.04340
C 1.98593 0.57491 -1.44362
O 2.57570 3.65229 -3.87912
N 1.91039 1.50580 -3.55721
C -2.06226 -3.12246 -0.37797
C 2.35742 2.94100 -0.37764
C -1.06528 -2.41508 3.79021
```

Values from the calculation:
Electronic energy ... -41415.777 eV
HOMO level ... -8.167 eV
Frontier orbital gap ... 0.3001 Ha
ΔE to the lowest compared entry with this formula, charge and spin ... 4.3 kcal/mol
SMILES ... COC(=O)Cn1c(O)c(/N=N\C(=O)CNC(=O)COc2cccc(C)c2)c2ccccc21

Here are the Löwdin charges for atoms 1 to 6, given in e: 0.13 0.11 -0.07 0.09 0.14 0.09

---

3.
A structure of composition C47H34InN6O2S2Te2, computed with ωB97M-V/def2-TZVPD.

XYZ file:
```
94
C47H34InN6O2S2Te2 | the OMol25 dataset | ωB97M-V/def2-TZVPD
H 0.10090 1.54146 5.87411
H 4.36310 -1.06857 -1.54235
C -4.05337 0.66385 -0.24164
H 4.76558 -0.62183 -5.78634
C 2.19462 2.18625 -5.18157
C -2.36070 0.69817 -1.95030
C 4.16492 -0.86340 -4.91984
C -1.30718 -4.53946 1.42863
H -2.19925 -5.67621 -3.49774
C 3.94357 -1.09995 -2.53921
C -1.39842 1.52442 2.84865
H 1.38299 3.55589 1.89574
C -4.18053 2.04092 -0.33707
O -4.16876 -2.11335 -0.81173
H 1.17915 -4.09917 -2.83265
H -3.05140 -3.74909 -2.34227
C 2.59928 -1.44469 -2.69193
C -0.60714 -1.73920 -1.09422
N 2.99634 2.39841 -5.99034
C -0.69050 1.46142 5.13970
H 2.38671 -1.20680 -6.06786
H -1.87995 2.62358 -2.75858
H -4.88950 2.56476 0.29258
H 0.29174 7.66290 1.47569
H -3.51736 3.82098 -1.33948
C 0.65758 4.30015 1.59888
C -0.56745 3.92459 1.06131
C 0.04706 6.61359 1.36671
C -2.99876 1.07168 4.58727
C 0.49310 -2.45940 -1.66054
C -0.41865 -3.99502 2.35380
Te 1.54022 -4.75287 2.54325
C -2.06410 -2.33610 2.94684
H -4.66948 0.09109 0.44074
C -2.94547 -2.87879 2.02172
C -1.17946 6.23872 0.83430
C -2.03758 -3.40694 -2.16108
H -1.64159 0.17325 -2.56728
H -3.48541 1.14899 2.49546
C -0.96196 -4.12936 -2.66118
H 3.35117 -3.71284 0.88689
N 1.20376 1.95173 -4.35818
C -3.14510 -0.01244 -1.04956
H 5.75381 -0.51591 -3.51870
C 1.12752 1.60063 -3.15367
C -1.99359 1.18935 5.53718
H 0.66081 -2.24125 0.86595
C 3.48582 2.09925 1.57836
C 4.77143 4.15926 1.94322
C 1.74648 -2.24256 0.84149
H 1.93000 -4.19885 -0.05545
C -1.14829 -5.38846 -3.46920
H -1.00759 -5.38709 0.82495
H -2.44081 4.60024 0.25149
N 2.27657 -1.51364 -0.32802
H -2.34609 -1.46960 3.53109
C 4.71789 -0.80144 -3.64781
C 2.82787 -1.20118 -5.08002
H -3.24549 -4.37700 0.51967
H 0.99127 -1.69566 -4.09693
S 2.70303 0.68119 2.20475
H -0.11036 -2.45744 3.82530
C -3.13373 -1.51392 -1.04486
C 2.26207 -3.67483 0.83834
C -1.88958 -2.22617 -1.43744
N 5.21161 5.16672 1.59873
H 1.93235 5.92869 2.14712
H 2.10332 -1.73849 1.73727
In 1.44641 0.72295 -0.03338
C -2.70241 1.23900 3.24021
H -0.81159 -5.25514 -4.49988
C -2.56579 -3.97602 1.26048
C -0.80142 -2.89136 3.11310
C 1.80829 -1.82226 -1.49651
N 4.50657 2.40636 4.92451
H -0.58359 -6.22281 -3.04790
C 2.04563 -1.48084 -3.97268
C -3.40718 2.74684 -1.25219
H -2.22446 1.06606 6.58785
O -0.45556 -0.71597 -0.32767
C 4.36799 2.63516 3.80390
C 0.96593 5.64527 1.74919
C -0.38719 1.62651 3.79468
C -1.48753 4.89368 0.67647
C 4.20465 2.92955 2.41121
C -2.49333 2.07601 -2.05388
S 3.28053 2.45508 -0.10344
C 0.30326 -3.60209 -2.42361
N 0.83393 1.29033 -2.05864
H -1.89732 6.99274 0.53649
H -3.92415 -2.43860 1.87266
H -4.01486 0.85202 4.89109
Te -1.07247 1.88650 0.78953
H 0.63662 1.80784 3.49635
```

Values from the calculation:
Electronic energy ... -103759.494 eV
HOMO level ... -5.871 eV
Charge ... -1
Frontier orbital gap ... 0.2686 Ha
ΔE to the lowest compared entry with this formula, charge and spin ... 16.7 kcal/mol

Here are the Löwdin charges for atoms 1 to 6, given in e: 0.11 0.12 -0.07 0.10 -0.40 -0.08

---

4.
A cluster of 4 separate species, C24H54F2N4O4S2 in total at a distorted geometry, computed with ωB97M-V/def2-TZVPD.

XYZ file:
```
90
C24H54F2N4O4S2 | the OMol25 dataset | ωB97M-V/def2-TZVPD
C -0.83881 5.12503 4.87002
H 2.28498 3.24856 7.30628
H -2.56335 -5.67707 1.86479
H 3.59722 2.37056 6.85030
H 2.20674 3.21552 -4.30742
C 0.31208 4.30767 5.57821
H -0.22498 -2.23134 -2.27940
S -1.44242 0.15843 1.14161
H 2.48648 -0.67271 4.33174
H 1.03982 3.30654 -5.51168
H 0.45037 3.21559 -3.78500
C 1.63102 1.04361 5.55572
N 1.37929 1.35482 -4.70366
H -5.73813 -3.20433 -1.19155
H -4.87859 -5.44687 -0.75546
H 0.88683 1.17754 -1.67208
C -3.25308 -3.40019 0.80734
H -0.89420 -4.10689 -0.01886
O -1.61554 1.59749 3.74443
H 2.67960 1.59955 -2.97209
H -1.25018 -5.63877 -0.86103
H 3.17712 4.07347 6.06988
H -0.10574 3.63859 6.33045
C -1.56823 -4.60652 -0.71467
C 0.90561 0.41972 -2.45532
H -0.96039 1.50035 -2.80643
H -3.05036 -1.91733 -0.70804
N -1.31501 -0.65836 2.60170
C 2.06030 1.16577 -6.05387
C 2.89243 3.08023 6.41702
H 1.14442 -0.60247 -2.16174
C -0.42123 0.64672 -3.21720
C 2.00369 0.83238 -3.34982
H -1.24148 5.86838 5.55805
H -4.49635 -2.87435 -2.25045
H -4.12186 -5.99065 1.19443
H 2.63728 0.02051 -3.70693
H 3.48648 0.63904 2.81294
H -1.06534 -0.22813 -3.12856
H 2.24440 0.69625 6.38711
H 0.92744 -0.02322 3.77235
H 2.02828 0.10279 -6.29292
H 0.61096 -3.70216 -2.08793
C 0.99334 3.42109 4.61383
C -3.06954 -5.89929 0.92539
H -0.09659 -0.21577 -5.08730
C -4.12837 -4.75439 -1.13721
C 1.85231 0.21319 4.29849
H -0.66940 1.51747 -5.20483
C -0.10118 0.77829 -4.64018
H 3.39115 1.53508 -8.37034
C 2.60011 1.08604 3.26309
H 3.39715 3.15703 3.50636
H 4.14460 0.19726 -7.82257
C -0.27026 -3.28051 -2.57143
H -0.41124 5.53285 3.95407
C 1.18862 2.88724 -4.51661
O -2.72750 0.46694 0.48172
H 0.00366 -3.30392 -3.62619
N 2.16139 2.51588 5.18147
H -2.51423 -6.76609 0.56706
H -1.60326 4.45995 4.46831
H -4.56446 -1.78347 0.24879
H 4.07528 1.35549 -5.34791
H -2.38520 -3.00963 1.33869
H 3.53975 2.78798 -6.20609
C 3.53424 1.69826 -6.22988
H -2.26705 -3.16982 -2.14986
C 4.09356 1.25953 -7.58370
H 1.36465 1.59136 -6.77709
H -4.01724 -3.75370 1.49959
H 1.01056 4.98694 6.06690
H 4.03377 1.81578 4.60410
H 0.40025 2.75617 3.98595
S -2.08364 0.28527 3.30616
H 1.96707 1.56666 2.51720
C -4.64916 -3.23014 -1.23155
H 5.08136 1.61278 -7.87960
F -0.74516 -1.09535 0.35185
C -3.84867 -2.46643 -0.20873
C 3.18436 2.25619 4.08195
H -1.96860 -4.62825 -2.88594
H -3.63646 -5.02448 -2.07166
O -3.52173 0.15999 3.00874
C -1.52236 -3.96576 -2.14427
H 1.47223 4.16880 3.98162
O -0.31753 1.05939 0.95102
F -1.95666 -0.64109 4.61232
H 0.55679 1.12721 5.72039
N -2.99827 -4.69173 -0.04437
```

Values from the calculation:
Electronic energy ... -67000.239 eV
HOMO level ... -13.529 eV
Charge ... +2
Frontier orbital gap ... 0.3513 Ha
ΔE to the lowest compared entry with this formula, charge and spin ... 25.2 kcal/mol

Here are the Löwdin charges for atoms 1 to 6, given in e: -0.05 0.10 0.10 0.10 0.10 -0.24